No. 1
This record from OMol25 describes a structure of composition C47H50FeN9OP2SSe3 at a distorted geometry. The level of theory is ωB97M-V/def2-TZVPD.

```
114
Properties=species:S:1:pos:R:3:mulliken_charge:R:1
Fe 1.148 0.619 -1.372 0.30
Se 1.907 0.466 5.716 0.04
P 0.446 -0.724 4.657 -0.06
C 0.749 -2.485 4.908 1.09
C 2.044 -2.919 4.626 -0.61
C 2.373 -4.249 4.803 -0.79
C 1.415 -5.141 5.268 -0.59
C 0.130 -4.707 5.550 -0.90
C -0.212 -3.376 5.373 -0.06
C -1.215 -0.243 5.153 0.83
C -1.958 0.598 4.329 -0.27
C -3.192 1.058 4.757 -0.68
C -3.678 0.685 6.002 -0.59
C -2.925 -0.133 6.835 -0.87
C -1.685 -0.591 6.420 -0.37
C 0.748 -0.290 2.952 0.46
C 0.397 -0.605 1.625 -0.55
N 1.113 0.270 0.872 1.61
N 1.867 1.017 1.652 -1.13
N 1.670 0.697 2.894 -0.33
P -0.578 -1.797 0.677 1.23
Se -0.379 -1.305 -1.425 -0.42
C 0.110 -3.451 0.885 0.69
C -0.688 -4.558 1.148 -0.34
C -0.123 -5.825 1.120 -0.90
C 1.219 -5.982 0.813 -0.62
C 2.015 -4.873 0.555 -0.77
C 1.465 -3.606 0.590 -0.67
C -2.300 -1.795 1.209 0.21
C -2.633 -2.296 2.466 -0.11
C -3.958 -2.313 2.864 -0.73
C -4.946 -1.827 2.019 -0.90
C -4.614 -1.319 0.771 -0.55
C -3.290 -1.308 0.361 -0.28
H 2.792 -2.205 4.298 0.37
H 3.378 -4.589 4.593 0.46
H 1.676 -6.180 5.422 0.44
H -0.610 -5.403 5.923 0.45
H -1.209 -3.032 5.619 0.45
H -1.567 0.898 3.364 0.47
H -3.768 1.715 4.120 0.49
H -4.643 1.046 6.334 0.44
H -3.296 -0.400 7.815 0.44
H -1.080 -1.199 7.083 0.55
H -1.747 -4.437 1.337 0.49
H -0.741 -6.690 1.319 0.47
H 1.646 -6.975 0.762 0.45
H 3.062 -5.001 0.309 0.48
H 2.067 -2.734 0.356 0.45
H -1.860 -2.690 3.114 0.59
H -4.221 -2.705 3.838 0.50
H -5.982 -1.858 2.329 0.43
H -5.385 -0.939 0.114 0.52
H -3.018 -0.948 -0.622 -0.20
Se 0.993 -0.705 -4.821 0.30
N 1.012 0.721 -3.758 -0.35
C 0.763 1.787 -4.515 0.57
C 0.730 3.133 -4.067 -0.28
C 0.453 4.113 -4.969 -0.61
C 0.185 3.820 -6.340 -0.67
C 0.237 2.552 -6.821 -0.80
C 0.538 1.496 -5.917 0.83
N 0.632 0.218 -6.248 -0.78
H 0.949 3.351 -3.033 0.52
H 0.451 5.147 -4.650 0.48
H -0.049 4.638 -7.007 0.43
H 0.066 2.321 -7.863 0.50
C -3.232 0.445 -3.948 -0.54
C -3.059 1.958 -4.076 -0.26
N -3.947 2.705 -3.196 0.30
C -5.373 2.713 -3.545 -0.86
C -6.230 1.928 -2.558 -1.05
C -3.574 3.491 -2.160 -0.04
O -4.353 4.220 -1.565 -0.64
C -2.140 3.479 -1.691 0.60
C -1.576 4.692 -1.303 -0.59
C -0.307 4.707 -0.749 -0.94
C 0.367 3.507 -0.600 -0.66
N -0.171 2.339 -0.961 0.85
C -1.405 2.328 -1.473 -0.44
H -2.475 -0.073 -4.539 0.30
H -4.214 0.136 -4.305 0.47
H -3.134 0.128 -2.908 -0.18
H -3.275 2.253 -5.106 0.35
H -2.025 2.238 -3.880 -0.24
H -5.467 2.293 -4.545 0.41
H -5.716 3.748 -3.567 0.45
H -5.934 0.877 -2.530 0.22
H -7.274 1.986 -2.864 0.43
H -6.142 2.352 -1.560 0.31
H -2.151 5.601 -1.423 0.57
H 0.158 5.629 -0.429 0.48
H 1.360 3.459 -0.166 0.40
H -1.806 1.345 -1.694 0.58
C 6.992 -0.686 -1.981 -1.22
N 5.702 -0.058 -2.253 0.20
C 5.030 -0.570 -3.441 -1.02
C 5.081 0.733 -1.372 0.21
S 3.364 0.886 -1.421 -0.04
N 5.775 1.424 -0.465 0.15
C 5.149 2.003 0.718 -1.02
C 7.132 1.906 -0.712 -1.19
H 6.903 -1.751 -2.199 0.43
H 7.266 -0.576 -0.937 0.38
H 7.779 -0.273 -2.612 0.37
H 5.771 -0.687 -4.231 0.39
H 4.267 0.125 -3.774 0.32
H 4.567 -1.539 -3.243 0.33
H 4.262 1.451 1.007 0.28
H 4.866 3.043 0.540 0.32
H 5.871 1.971 1.534 0.39
H 7.419 1.758 -1.748 0.39
H 7.856 1.420 -0.057 0.35
H 7.152 2.977 -0.505 0.41
```

Calculated values
- DFT total energy: -11937.5121 hartree
- 2S+1: 6
- Frontier orbital gap (alpha / beta): 0.2919 / 0.2270 Ha
- LUMO level (alpha / beta): -5.1 / -6.9 eV
- Total charge: +2

***

No. 2
This record from OMol25 describes a structure of composition C41H49BFeN8O3S3. The level of theory is ωB97M-V/def2-TZVPD.

```
106
Properties=species:S:1:pos:R:3:mulliken_charge:R:1
Fe 0.264 0.123 -0.240 -0.12
C 3.081 3.550 2.000 -2.00
C 2.788 2.136 2.374 0.05
C 3.756 1.256 2.672 -0.91
C 3.432 -0.109 3.001 -0.21
N 2.249 -0.579 2.834 -0.16
N 1.213 0.303 2.514 0.81
B -0.010 -0.418 2.401 -0.83
N -1.316 0.244 2.746 0.64
N -1.372 0.686 4.005 -0.41
C -2.464 1.290 4.390 -0.32
C -3.544 1.470 3.487 -0.49
C -3.481 1.012 2.205 0.50
C -4.573 1.188 1.205 -1.74
C -2.272 0.367 1.827 1.05
S -1.990 -0.312 0.287 -0.43
C -2.466 1.794 5.827 2.38
C -2.189 0.610 6.762 -1.61
C -1.343 2.831 5.968 -1.54
C -3.800 2.436 6.204 -2.30
N 0.008 -1.920 2.390 0.78
N -0.147 -2.308 3.677 -0.88
C -0.097 -3.574 3.952 -0.12
C 0.097 -4.532 2.916 -0.60
C 0.231 -4.149 1.624 0.33
C 0.429 -5.119 0.507 -1.84
C 0.185 -2.737 1.346 1.17
S 0.371 -2.196 -0.249 -0.30
C -0.240 -4.005 5.399 2.42
C 1.048 -4.725 5.824 -1.64
C -0.471 -2.798 6.303 -2.05
C -1.434 -4.964 5.516 -1.82
C 1.392 1.709 2.475 1.37
S 0.181 2.793 2.555 -0.20
C 4.453 -1.018 3.665 2.57
C 5.860 -0.849 3.081 -1.79
C 4.474 -0.584 5.142 -1.85
C 4.025 -2.482 3.571 -1.46
H 4.157 3.717 1.971 0.43
H 2.627 4.243 2.707 0.38
H 2.654 3.771 1.020 0.33
H 4.793 1.557 2.652 0.36
H -4.430 1.995 3.818 0.59
H -5.405 1.742 1.634 0.41
H -4.935 0.218 0.858 0.38
H -4.196 1.719 0.328 0.29
H -1.233 0.146 6.522 0.25
H -2.973 -0.146 6.684 0.37
H -2.156 0.960 7.794 0.47
H -0.377 2.392 5.720 0.22
H -1.308 3.194 6.996 0.46
H -1.509 3.686 5.310 0.35
H -4.633 1.735 6.112 0.44
H -4.015 3.320 5.599 0.45
H -3.758 2.758 7.244 0.42
H 0.129 -5.584 3.168 0.45
H 0.432 -6.139 0.884 0.43
H 1.372 -4.924 -0.006 0.36
H -0.364 -5.013 -0.235 0.38
H 1.907 -4.056 5.771 0.29
H 1.254 -5.597 5.200 0.39
H 0.948 -5.072 6.853 0.48
H 0.327 -2.062 6.201 0.21
H -0.508 -3.130 7.342 0.55
H -1.413 -2.304 6.066 0.38
H -1.276 -5.890 4.961 0.34
H -2.351 -4.496 5.154 0.38
H -1.582 -5.231 6.563 0.49
H 6.259 0.153 3.249 0.39
H 5.877 -1.061 2.014 0.20
H 6.531 -1.544 3.587 0.48
H 4.769 0.461 5.251 0.36
H 5.195 -1.195 5.689 0.51
H 3.492 -0.715 5.602 0.24
H 3.985 -2.808 2.532 0.12
H 3.042 -2.632 4.017 -0.05
H 4.748 -3.101 4.105 0.59
O 4.132 -1.475 0.352 0.01
C 4.488 -1.556 -0.955 0.12
C 5.691 -2.189 -1.257 -0.68
C 6.093 -2.319 -2.570 -0.41
C 5.299 -1.830 -3.608 -0.86
C 4.105 -1.212 -3.311 -0.49
C 3.684 -1.057 -1.985 0.26
C 2.380 -0.457 -1.699 0.47
O 2.125 -0.035 -0.465 -0.15
N 1.485 -0.375 -2.637 -0.91
N 0.366 0.234 -2.112 0.76
C -0.395 0.932 -2.875 -0.42
C -1.290 1.921 -2.339 0.27
C -2.242 2.538 -3.166 -0.63
C -2.984 3.602 -2.715 -0.82
C -2.754 4.099 -1.428 -0.51
C -1.810 3.531 -0.602 -0.63
C -1.066 2.421 -1.032 0.94
O -0.183 1.891 -0.206 -0.47
H 3.293 -0.980 0.409 0.07
H 6.290 -2.574 -0.442 0.44
H 7.032 -2.809 -2.793 0.42
H 5.616 -1.937 -4.636 0.41
H 3.469 -0.832 -4.099 0.46
H -0.240 0.849 -3.947 0.55
H -2.381 2.162 -4.172 0.45
H -3.724 4.064 -3.353 0.42
H -3.323 4.951 -1.077 0.44
H -1.618 3.920 0.390 0.40
```

Calculated values
- DFT total energy: -4738.5202 hartree
- 2S+1: 2
- Frontier orbital gap (alpha / beta): 0.2289 / 0.2385 Ha
- LUMO level (alpha / beta): -4.0 / -3.8 eV
- Total charge: +1

***

No. 3
This record from OMol25 describes a cluster of 2 separate species, C2HO5S in total at a distorted geometry. The level of theory is ωB97M-V/def2-TZVPD.

```
9
Properties=species:S:1:pos:R:3:mulliken_charge:R:1
C 0.075 -0.065 -0.465 0.20
C 2.516 -0.541 -2.189 0.11
O 0.265 0.430 0.693 -0.55
O -2.070 -0.416 1.928 -0.52
O -1.867 2.019 1.762 -0.52
O 0.617 0.221 -1.520 -0.58
O 2.364 -1.618 -1.827 -0.21
S -1.194 0.748 2.143 0.70
H -0.706 -0.776 -0.524 0.37
```

Calculated values
- DFT total energy: -851.2610 hartree
- Frontier orbital gap: 0.3451 Ha
- LUMO level: 3.7 eV
- Total charge: -1

***

No. 4
This record from OMol25 describes a structure of composition C4H8O2. The level of theory is ωB97M-V/def2-TZVPD.

```
14
Properties=species:S:1:pos:R:3:mulliken_charge:R:1
C -1.860 0.152 0.231 -0.55
C -0.404 -1.218 -0.160 -0.46
O -0.430 0.220 -0.754 -0.21
C 0.773 0.895 -0.343 -0.26
C 1.586 -0.238 0.285 -0.42
O 0.576 -1.069 0.824 -0.35
H -1.775 -0.120 1.279 0.30
H -2.660 -0.385 -0.266 0.30
H -2.001 1.240 0.122 0.28
H 0.013 -1.822 -0.990 0.26
H 1.243 1.350 -1.220 0.28
H 0.513 1.673 0.382 0.23
H 2.248 0.089 1.089 0.31
H 2.177 -0.767 -0.479 0.30
```

Calculated values
- DFT total energy: -307.4699 hartree
- Frontier orbital gap: 0.2985 Ha
- LUMO level: 1.0 eV
- Total charge: 0

***

total charge of number 4 (C4H8O2)? 0

***

Number 2 is which compound? C41H49BFeN8O3S3

***

What is the DFT total energy in the third record? -851.2610 hartree

***

Which of these has the lowest total charge? C2HO5S